# 1
Entry from OMol25: a cluster of 2 separate species, C5H15NO in total in a non-equilibrium geometry (ωB97M-V/def2-TZVPD).

E_tot: -329.47377 a.u.
LUMO: 0.9 eV
SMILES string: CCCO.CCN
Energy relative to the best compared isomer or geometry (same formula, charge and spin): 88.8 kJ/mol
HOMO: -8.8 eV
Frontier orbital gap: 9.69 eV

Element x y z (Å)
H1 0.22 1.04 -0.13
H2 -1.48 -0.91 -2.95
H3 -1.50 -0.31 0.96
H4 0.51 0.67 3.02
C1 -0.01 -0.13 2.49
O1 -0.42 1.43 0.66
H5 1.71 0.14 -1.31
C2 -0.82 -0.70 -2.11
C3 0.99 -1.05 1.79
H6 1.66 -1.58 2.47
H7 1.38 1.75 -1.42
C4 -0.04 0.57 -2.37
H8 -0.70 1.43 -2.41
C5 -1.00 0.49 1.52
H9 -1.77 1.03 2.08
H10 -1.45 -0.58 -1.23
H11 -0.56 -0.72 3.24
H12 1.59 -0.51 1.06
H13 -0.17 -1.56 -1.94
N1 0.97 0.83 -1.32
H14 0.48 0.47 -3.33
H15 0.43 -1.82 1.24

=====

# 2
Entry from OMol25: a structure of composition C39H62BN9O3PdS (ωB97M-V/def2-TZVPD).

Total charge: -2
E_tot: -2792.91901 a.u.
LUMO: 4.1 eV
Energy relative to the best compared isomer or geometry (same formula, charge and spin): 164.0 kJ/mol
HOMO: -1.3 eV
Frontier orbital gap: 5.32 eV

Element x y z (Å)
H1 0.44 3.93 -1.30
C1 -4.47 3.45 -0.54
C2 -2.07 -2.58 2.25
C3 -6.30 1.33 -2.60
C4 4.14 -5.13 -0.15
H2 -4.80 2.52 -0.07
H3 4.92 2.52 0.10
N1 2.20 -2.17 -0.15
H4 -4.31 -1.40 -0.60
H5 -3.28 -3.50 0.70
H6 4.24 -5.36 -1.21
H7 -2.71 4.14 -2.80
H8 -5.63 5.12 0.14
C5 -4.18 1.84 -3.58
N2 -3.77 -1.10 -1.39
H9 -1.05 -0.85 -2.06
C6 -2.23 -3.24 0.89
C7 -0.02 -2.04 3.77
H10 -3.88 6.70 0.42
H11 -2.67 5.46 0.70
H12 0.31 -3.52 -4.34
C8 -2.97 -1.35 2.38
C9 5.79 -1.41 -0.20
H13 -0.45 -2.18 4.76
H14 4.06 -2.07 5.52
C10 4.32 0.48 0.67
N3 2.14 0.91 0.75
H15 -1.41 -2.42 -2.82
H16 2.71 4.03 -0.21
H17 5.44 -1.17 -1.21
N4 1.39 -1.57 2.14
H18 -7.34 1.57 -2.47
H19 -4.05 5.84 -2.00
C11 2.75 2.03 0.41
C12 -0.92 -1.45 -2.98
H20 0.71 4.72 1.13
C13 -0.64 -2.20 2.52
H21 -1.62 -4.14 0.81
H22 3.55 -2.08 1.68
H23 -2.82 -0.88 -1.08
H24 -4.02 -1.61 2.19
O1 -5.38 4.70 -3.40
H25 7.16 -0.86 2.14
H26 1.60 -4.38 -2.45
H27 0.29 2.25 -0.73
N5 -1.71 1.33 -0.28
H28 1.53 -4.16 1.94
C14 2.32 -1.28 4.51
H29 5.19 -2.23 0.18
H30 -2.55 0.55 -3.04
C15 -5.53 2.15 -3.40
C16 -4.66 4.67 0.36
H31 2.13 0.86 4.29
C17 1.98 3.28 0.11
H32 -1.91 -2.55 0.10
C18 6.11 -0.55 2.15
C19 -2.34 2.26 -0.58
O2 -7.59 3.69 -3.68
O3 -5.95 3.61 -5.51
H33 6.35 0.57 0.35
C20 -3.60 0.77 -2.93
C21 -3.17 5.70 -1.38
C22 -2.51 4.37 -1.75
C23 1.00 3.03 -1.04
C24 2.71 -4.69 0.18
C25 1.72 -3.50 -1.84
H34 -2.91 -0.91 3.38
H35 4.41 -6.02 0.43
H36 0.23 -2.10 -5.38
C26 1.24 3.79 1.35
H37 3.99 -2.50 3.81
C27 1.30 -2.19 -2.10
N6 0.22 -1.92 1.56
H38 2.05 -5.46 -0.22
H39 -1.43 4.39 -1.59
H40 -5.03 3.57 -1.47
H41 -1.44 -0.93 -3.79
H42 3.35 0.17 3.25
C28 2.91 0.10 4.24
H43 2.43 -5.68 2.08
C29 0.74 -2.53 -4.52
C30 4.14 1.81 0.35
C31 3.39 -2.35 4.71
H44 6.83 -1.74 -0.25
C32 1.27 -1.65 3.49
H45 3.68 0.35 4.98
H46 0.99 -0.66 -3.52
H47 6.01 0.30 2.82
H48 -6.34 -0.39 -1.30
H49 1.79 -2.67 -4.77
H50 5.52 -1.37 2.55
B1 2.63 -1.50 1.19
H51 3.27 -4.14 2.22
H52 1.94 3.97 2.17
C33 0.56 -1.64 -3.29
N7 -3.06 3.31 -0.89
H53 4.86 -4.35 0.08
H54 -2.36 -3.30 3.03
N8 3.08 -0.04 0.93
C34 2.28 -3.45 -0.57
H55 -2.47 6.51 -1.60
C35 5.66 -0.20 0.73
H56 0.52 3.04 1.67
H57 1.52 2.66 -1.92
C36 -5.73 0.24 -1.95
H58 2.93 -3.31 4.96
N9 1.58 -1.40 -1.07
H59 -2.65 -0.59 1.65
H60 -4.66 4.39 1.42
H61 -3.58 2.48 -4.22
C37 2.47 -4.66 1.69
C38 -3.55 5.71 0.10
C39 -4.37 -0.04 -2.07
H62 1.76 -1.22 5.45
Pd1 -0.51 -0.35 -0.26
S1 -6.18 3.67 -4.07

=====

# 3
Entry from OMol25: a structure of composition C20H39ClN5O14 in a non-equilibrium geometry (ωB97M-V/def2-TZVPD).

Total charge: -3
E_tot: -2572.24027 a.u.
LUMO: 6.4 eV
HOMO: 0.3 eV
Frontier orbital gap: 6.12 eV

Element x y z (Å)
H1 -5.60 -3.23 -2.58
C1 -0.29 -1.57 4.52
H2 1.48 -1.70 1.46
H3 -2.14 -3.03 0.14
C2 5.75 1.40 0.19
H4 6.59 0.90 0.66
O1 1.97 3.34 1.64
C3 -2.07 3.03 0.96
O2 1.78 -1.71 -6.07
O3 -0.16 -1.35 5.76
C4 3.83 0.71 -1.07
C5 0.89 -1.60 3.55
C6 -4.91 -1.20 -2.29
N1 -3.28 2.22 -2.01
H5 4.55 -1.67 -0.58
H6 3.63 1.79 -1.07
H7 -3.73 -2.61 0.54
H8 -3.23 -3.21 -1.03
H9 -3.55 1.23 -2.15
O4 0.12 3.92 3.65
O5 1.93 -2.23 -3.81
H10 6.03 -0.91 -0.90
O6 2.08 -1.63 3.91
H11 -0.42 0.32 -1.00
H12 4.92 -1.62 1.85
C7 0.28 2.79 0.09
C8 -1.87 -1.57 2.69
O7 -3.33 2.96 0.71
H13 -1.90 -0.15 -1.52
O8 0.45 -0.56 -4.52
H14 -0.42 -0.65 -2.37
H15 -4.64 0.10 0.08
O9 -2.98 -1.25 2.17
C9 -1.71 3.42 2.24
C10 5.78 -1.53 1.18
C11 0.67 -1.73 2.17
H16 2.47 -1.00 -1.37
H17 6.21 -2.52 1.02
C12 2.49 0.02 -0.99
H18 -5.53 -2.66 -0.91
H19 -5.97 -0.88 -2.22
H20 4.29 2.83 0.69
H21 4.23 0.51 -2.07
Cl1 1.77 -1.15 -4.73
C13 5.30 2.60 1.02
C14 -4.97 -2.68 -1.86
H22 -3.83 -0.08 1.47
N2 4.68 0.40 0.06
C15 -1.08 2.76 -0.12
H23 1.74 0.56 -1.56
H24 -4.05 2.83 -1.78
C16 -0.63 -1.87 1.69
C17 0.78 3.31 1.34
O10 2.72 -0.10 -4.50
H25 -4.66 -0.96 -3.34
H26 1.01 2.58 -0.69
H27 6.53 -0.94 1.69
H28 -4.10 1.36 0.91
H29 -0.88 -1.28 -0.93
C18 -0.24 3.60 2.52
H30 6.10 1.68 -0.81
H31 2.16 0.03 0.05
C19 5.23 -0.95 -0.14
H32 -2.30 3.60 3.12
N3 -3.15 -3.26 0.02
H33 -3.35 -4.21 0.31
O11 -3.85 -3.49 -1.65
H34 -2.53 2.21 -1.29
O12 -1.48 2.28 -1.27
H35 5.94 3.49 1.08
N4 -4.61 0.46 1.03
H36 -2.46 -1.42 4.75
H37 -2.85 2.50 -2.89
C20 -1.62 -1.57 4.09
H38 5.28 2.28 2.06
O13 -4.13 -0.34 -1.49
N5 -0.90 -0.42 -1.51
O14 -0.83 -2.18 0.46
H39 -5.44 0.64 1.56

=====

# 4
Entry from OMol25: a cluster of 5 separate species, C36H43BrN5O9 in total in a non-equilibrium geometry (ωB97M-V/def2-TZVPD).

E_tot: -4922.09422 a.u.
LUMO (alpha / beta): -0.7 / -0.7 eV
Energy relative to the best compared isomer or geometry (same formula, charge and spin): 86.7 kJ/mol
Spin multiplicity: 2
<S²>: 0.75
HOMO (alpha / beta): -8.3 / -9.3 eV
Frontier orbital gap (alpha / beta): 7.54 / 8.59 eV

Element x y z (Å)
C1 -0.20 4.36 7.22
O1 4.63 -3.33 -1.09
C2 -0.88 1.14 -8.39
O2 0.59 -3.16 -7.24
C3 -1.86 2.23 -3.73
H1 -1.55 0.17 -0.21
H2 3.18 -4.77 -6.35
C4 -2.46 -0.43 -7.47
H3 -0.81 -1.37 6.64
O3 -3.34 4.52 11.00
H4 -2.35 5.37 -4.88
N1 1.16 -1.00 1.61
H5 -0.79 1.71 1.12
C5 -1.40 3.71 7.48
C6 5.04 -2.26 -5.02
H6 -3.47 -0.67 -7.14
H7 -0.11 -4.07 2.63
H8 -5.18 2.60 -3.25
H9 -0.54 3.72 -4.57
H10 -0.66 2.12 -8.78
C7 1.32 -3.09 0.22
C8 -2.09 3.95 8.66
C9 0.10 1.19 1.51
H11 5.41 -1.97 -2.94
C10 -1.55 3.47 -4.28
O4 -1.09 0.18 -3.05
Br1 -2.95 -0.82 5.45
H12 0.68 0.30 4.96
C11 -2.57 4.40 -4.46
C12 2.33 -2.98 2.50
H13 2.99 -5.36 -3.97
C13 3.67 -4.16 -5.60
H14 -0.83 1.20 5.08
C14 -0.15 -0.37 1.41
H15 -2.01 -2.53 3.37
C15 -0.99 -0.98 5.62
H16 1.12 0.43 -8.63
H17 0.33 4.18 6.30
C16 -4.17 2.84 -3.54
H18 3.23 -2.53 2.05
H19 1.25 5.76 7.96
C17 -0.18 -1.07 -7.79
O5 2.00 -1.75 -8.01
C18 -0.23 0.42 5.59
H20 -1.80 3.01 6.75
C19 4.19 -3.70 -3.31
C20 1.09 -2.48 1.67
H21 -1.34 -1.57 -0.03
H22 0.37 -3.08 -0.35
H23 -0.46 -3.01 5.11
H24 1.75 -4.09 0.35
H25 -2.95 1.58 -8.03
O6 3.47 -5.06 -1.61
H26 2.24 -2.76 3.57
H27 0.22 1.48 2.57
C21 -1.00 -2.09 3.24
H28 0.75 -1.80 4.62
H29 0.00 -0.59 -0.77
H30 -1.70 -2.37 -6.99
C22 4.41 -3.05 -5.98
H31 -1.29 0.16 3.20
C23 0.31 5.26 8.15
H32 0.04 6.20 10.05
C24 -1.21 -0.71 2.52
C25 -2.17 0.83 -7.97
H33 5.61 -1.39 -5.32
C26 -3.87 4.09 -4.08
C27 4.93 -2.59 -3.68
H34 2.44 -4.08 2.41
C28 0.12 0.19 -8.30
C29 -3.16 1.91 -3.36
N2 0.88 -2.07 -7.67
C30 -0.26 -3.04 2.23
H35 -3.39 0.94 -2.93
C31 -0.34 -2.01 4.64
C32 -1.46 -1.39 -7.38
O7 -1.84 5.94 11.57
N3 -0.79 1.26 -3.52
H36 0.06 0.74 6.61
H37 -4.66 4.82 -4.22
H38 1.02 1.48 0.97
H39 -0.94 -3.16 1.36
N4 4.09 -4.06 -1.90
H40 4.50 -2.79 -7.03
H41 -2.20 -0.78 2.00
H42 2.08 -2.43 -0.24
O8 1.82 -0.48 2.57
C33 -0.79 -0.60 0.00
N5 -2.30 5.13 10.81
H43 -3.02 3.44 8.85
O9 0.34 1.59 -3.82
C34 -0.37 5.51 9.34
C35 -1.57 4.85 9.57
C36 3.56 -4.50 -4.26

=====

# 5
Entry from OMol25: an isolated molecule of HNO3S in a non-equilibrium geometry (ωB97M-V/def2-TZVPD).

E_tot: -679.10883 a.u.
LUMO (alpha / beta): -2.8 / -2.8 eV
Energy relative to the best compared isomer or geometry (same formula, charge and spin): 113.1 kJ/mol
HOMO (alpha / beta): -10.6 / -10.6 eV
Frontier orbital gap (alpha / beta): 7.80 / 7.80 eV

Element x y z (Å)
O1 -0.51 0.63 -0.91
S1 0.76 0.57 0.41
N1 -0.75 -0.54 -1.21
H1 -0.52 -1.14 -0.33
O2 0.09 1.35 1.43
O3 0.93 -0.88 0.61

=====

# 6
Entry from OMol25: a structure of composition C13H20N5O5PtS (ωB97M-V/def2-TZVPD).

Total charge: +3
E_tot: -1673.80373 a.u.
LUMO (alpha / beta): -9.6 / -13.1 eV
Energy relative to the best compared isomer or geometry (same formula, charge and spin): 0.0 kJ/mol
Spin multiplicity: 5
<S²>: 6.02
HOMO (alpha / beta): -19.1 / -19.2 eV
Frontier orbital gap (alpha / beta): 9.49 / 6.17 eV

Element x y z (Å)
H1 -4.82 -2.81 -0.60
O1 -1.68 -0.69 -0.70
C1 3.02 -1.60 3.05
O2 4.64 -2.34 4.60
H2 1.73 3.37 -3.83
C2 0.71 -0.42 3.31
N1 0.82 3.33 -1.93
H3 -2.49 -0.75 2.06
H4 0.00 1.35 -4.42
H5 -1.12 0.79 -2.06
H6 -5.66 -1.63 0.43
C3 -2.74 -1.42 -0.61
C4 3.49 -1.75 4.46
O3 2.83 -1.35 5.39
N2 3.67 -2.00 1.91
S1 0.01 1.95 0.18
H7 -0.38 3.67 -5.08
H8 4.57 -2.47 1.87
H9 1.00 4.89 -3.30
H10 -4.74 -2.96 1.18
C5 0.86 3.81 -3.33
C6 0.10 2.30 -1.57
N3 1.81 -1.10 1.25
N4 -0.60 1.58 -2.42
C7 -0.44 3.44 -4.02
H11 -1.26 4.02 -3.60
N5 -3.58 -1.40 0.37
C8 -4.78 -2.26 0.34
C9 -0.71 1.95 -3.85
O4 -0.23 0.00 2.59
H12 4.33 -1.69 -0.77
H13 1.44 -0.67 5.06
H14 1.28 3.89 -1.22
C10 2.93 -1.69 0.83
C11 -3.41 -0.52 1.53
H15 -3.40 0.52 1.20
H16 -1.72 1.69 -4.17
O5 0.64 -0.31 4.58
Pt1 0.04 -0.33 0.43
C12 1.86 -1.04 2.63
C13 3.31 -2.01 -0.56
H17 -2.96 -2.07 -1.45
H18 3.25 -3.09 -0.73
H19 2.64 -1.51 -1.26
H20 -4.25 -0.67 2.20

=====

# 7
Entry from OMol25: an isolated molecule of C17H25ClN2O3 in a non-equilibrium geometry (ωB97M-V/def2-TZVPD).

E_tot: -1458.18231 a.u.
LUMO: 0.7 eV
SMILES string: CC(C)N1CCN(Cc2cc3c(cc2Cl)OCO3)C[C@@H]1CCO
Energy relative to the best compared isomer or geometry (same formula, charge and spin): 128.8 kJ/mol
HOMO: -8.2 eV
Frontier orbital gap: 8.90 eV

Element x y z (Å)
H1 1.61 0.11 3.01
C1 0.60 -0.19 2.72
H2 -0.73 2.16 0.81
H3 -4.50 0.05 2.62
H4 -2.31 0.09 4.74
C2 -0.40 0.83 3.28
H5 0.41 -1.19 3.13
C3 1.52 -1.02 0.65
H6 -1.56 -2.04 3.69
H7 -2.94 -1.98 2.58
H8 -0.88 -0.60 -0.22
C4 1.56 0.82 -2.62
N1 0.51 -0.18 1.27
C5 -2.78 2.78 1.08
O1 1.46 2.02 -3.28
C6 1.90 -1.51 -3.14
H9 -2.74 3.65 0.41
H10 0.73 2.03 -5.21
C7 -1.73 1.75 0.65
C8 -2.58 -1.67 3.56
Cl1 1.99 -3.40 -1.26
C9 1.81 -1.75 -1.77
H11 -2.86 0.02 1.20
C10 -4.09 0.33 3.58
H12 -1.06 -1.60 1.24
C11 1.77 -0.20 -3.54
H13 1.31 1.36 -0.55
C12 1.61 -0.75 -0.83
H14 -3.21 -2.14 4.32
H15 -4.70 -0.13 4.36
H16 -1.84 1.56 -0.42
N2 -1.77 0.63 2.85
C13 -0.83 -0.58 0.88
H17 -0.08 1.82 2.94
C14 -1.87 0.42 1.41
H18 2.49 -0.77 1.10
O2 1.81 0.32 -4.80
C15 1.48 0.57 -1.27
H19 -0.36 0.82 4.37
H20 -4.15 1.41 3.69
H21 2.50 2.24 -5.04
C16 -2.64 -0.15 3.72
O3 -2.56 3.28 2.37
C17 1.62 1.71 -4.65
H22 -3.78 2.34 1.00
H23 2.07 -2.30 -3.84
H24 1.33 -2.09 0.83
H25 -2.38 2.50 2.92

=====

# 8
Entry from OMol25: a cluster of 8 separate species, C6H25NO7 in total in a non-equilibrium geometry (ωB97M-V/def2-TZVPD).

E_tot: -824.91665 a.u.
LUMO: 0.0 eV
SMILES string: C=NC(=C)CCC.O.O.O.O.O.O.O
Energy relative to the best compared isomer or geometry (same formula, charge and spin): 470.7 kJ/mol
HOMO: -9.2 eV
Frontier orbital gap: 9.22 eV

Element x y z (Å)
H1 2.06 0.62 1.93
H2 -0.17 -2.16 1.21
O1 -1.49 0.52 4.19
O2 4.04 -1.37 -1.35
H3 2.67 -2.26 -2.05
H4 0.51 -3.74 -1.49
O3 -0.52 3.30 -1.43
H5 -1.11 2.58 -1.41
H6 -2.29 0.71 4.49
N1 -1.52 -0.14 -1.31
H7 0.82 -0.70 2.18
H8 -1.83 -2.03 -2.17
H9 -0.13 2.26 1.27
H10 1.36 1.12 -3.46
H11 -1.19 -0.15 2.04
H12 -0.25 -4.67 -0.65
C1 0.06 1.15 1.10
C2 -1.16 0.34 1.04
O4 0.00 -4.54 -1.62
H13 -2.09 0.87 0.99
H14 0.96 1.07 3.00
O5 -1.86 3.68 1.60
C3 -0.98 -0.66 -0.06
H15 0.10 -2.38 -0.54
C4 -1.99 -0.99 -2.18
H16 -2.75 3.16 1.72
H17 -1.02 1.37 4.19
H18 4.60 -0.89 -2.05
C5 -0.38 -1.80 0.18
H19 -1.52 3.97 2.40
H20 0.59 1.02 -2.09
H21 3.42 -0.70 -1.11
O6 1.39 0.74 -2.55
H22 1.39 -1.55 -2.48
H23 -0.50 3.61 -0.49
C6 1.05 0.49 2.14
H24 0.59 1.18 0.04
O7 1.72 -2.43 -2.20
H25 -2.55 -0.61 -3.03

=====

# 9
Entry from OMol25: an isolated molecule of C4H3N in a non-equilibrium geometry (ωB97M-V/def2-TZVPD).

E_tot: -208.73774 a.u.
LUMO (alpha / beta): 1.1 / -1.8 eV
Energy relative to the best compared isomer or geometry (same formula, charge and spin): 0.0 kJ/mol
Spin multiplicity: 3
<S²>: 2.02
HOMO (alpha / beta): -8.7 / -8.3 eV
Frontier orbital gap (alpha / beta): 9.79 / 6.52 eV

Element x y z (Å)
N1 -1.32 0.46 -0.22
C1 -0.20 1.07 0.54
C2 0.95 0.29 0.33
H1 1.84 0.57 0.81
C3 -0.86 -0.81 -0.43
H2 1.38 -1.57 -0.62
C4 0.54 -0.85 -0.33
H3 -2.32 0.84 -0.09

=====

# 10
Entry from OMol25: an isolated molecule of C5H10O2 (ωB97M-V/def2-TZVPD).

E_tot: -346.97776 a.u.
LUMO: 1.1 eV
SMILES string: C[C@@H]1OC[C@H](C)O1
Energy relative to the best compared isomer or geometry (same formula, charge and spin): 125.2 kJ/mol
HOMO: -9.7 eV
Frontier orbital gap: 10.79 eV

Element x y z (Å)
H1 1.09 -0.72 2.08
H2 2.77 0.77 -0.12
H3 1.27 1.51 -0.74
H4 -2.29 0.58 -1.37
H5 2.17 0.34 -1.74
C1 -1.25 -0.76 -0.04
O1 -0.78 -0.82 1.28
O2 -0.12 -0.76 -0.89
H6 -1.83 -1.68 -0.22
H7 0.46 0.84 1.47
H8 -3.00 0.50 0.27
C2 1.05 -0.54 -0.12
C3 -2.07 0.49 -0.30
H9 1.63 -1.47 -0.11
H10 -1.48 1.37 -0.01
C4 0.51 -0.24 1.28
C5 1.87 0.59 -0.72

=====

# 11
Entry from OMol25: a cluster of 2 separate species, C3O3 in total in a non-equilibrium geometry (ωB97M-V/def2-TZVPD).

E_tot: -339.88239 a.u.
LUMO (alpha / beta): -2.5 / -2.5 eV
Energy relative to the best compared isomer or geometry (same formula, charge and spin): 78.5 kJ/mol
HOMO (alpha / beta): -10.2 / -10.2 eV
Frontier orbital gap (alpha / beta): 7.77 / 7.77 eV

Element x y z (Å)
O1 0.03 -2.04 1.50
C1 -0.56 1.58 -0.51
O2 -0.68 0.62 0.15
C2 0.98 -1.01 -0.54
C3 0.59 -1.69 0.53
O3 -0.37 2.54 -1.12